This record from OMol25 describes a 2-piece molecular cluster, C2H10N2S2 overall. The level of theory is ωB97M-V/def2-TZVPD.

Properties
Energy = -26885.1389 eV
Spin multiplicity = 1
Relative energy (zero: lowest compared OMol25 entry of this formula, charge and spin) = 168.75 kJ/mol

Cartesian coordinates (Å):
1 C 3.171 1.523 0.299
2 S 1.546 1.195 -0.212
3 S 0.874 -0.156 1.304
4 H 3.953 0.800 0.173
5 H 3.413 2.533 -0.033
6 H 3.327 1.403 1.452
7 H -0.292 0.605 1.720
8 N -3.122 -1.679 -2.012
9 C -2.544 -0.693 -1.002
10 N -2.222 -1.315 0.286
11 H -4.068 -1.631 -1.729
12 H -2.853 -2.604 -1.606
13 H -3.110 0.295 -1.035
14 H -1.660 -0.313 -1.447
15 H -2.617 -0.605 1.007
16 H -1.166 -1.132 0.331

Atomic forces in eV per Å
C 1.6 0.1 3.7
S -1.5 -1.2 0.2
S -1.3 1.7 -0.2
H 0.3 -0.5 -1.8
H 0.3 -0.2 0.1
H -1.1 1.3 -1.5
H 1.9 -1.0 -0.5
N 1.2 0.3 2.0
C -0.5 0.3 -2.0
N 0.7 3.1 1.3
H -1.7 -0.3 -0.3
H 0.0 0.9 -0.6
H -0.3 -1.6 0.6
H 1.3 -0.1 -0.5
H 0.9 -1.9 -1.1
H -1.9 -0.8 0.5